{
  "formula": "C92H177N13O8",
  "method": "the ωB97M-V functional and the def2-TZVPD basis",
  "species": ["C", "C", "C", "C", "C", "C", "N", "O", "C", "C", "C", "H", "H", "H", "H", "H", "H", "H", "H", "H", "H", "H", "H", "H", "H", "H", "H", "H", "H", "H", "C", "C", "C", "C", "C", "C", "N", "O", "C", "C", "C", "H", "H", "H", "H", "H", "H", "H", "H", "H", "H", "H", "H", "H", "H", "H", "H", "H", "H", "H", "C", "C", "C", "C", "C", "C", "N", "O", "C", "C", "C", "H", "H", "H", "H", "H", "H", "H", "H", "H", "H", "H", "H", "H", "H", "H", "H", "H", "H", "H", "C", "C", "C", "C", "C", "C", "N", "O", "C", "C", "C", "H", "H", "H", "H", "H", "H", "H", "H", "H", "H", "H", "H", "H", "H", "H", "H", "H", "H", "H", "C", "C", "C", "C", "C", "C", "N", "O", "C", "C", "C", "H", "H", "H", "H", "H", "H", "H", "H", "H", "H", "H", "H", "H", "H", "H", "H", "H", "H", "H", "C", "C", "C", "C", "C", "C", "N", "O", "C", "C", "C", "H", "H", "H", "H", "H", "H", "H", "H", "H", "H", "H", "H", "H", "H", "H", "H", "H", "H", "H", "C", "C", "C", "C", "C", "C", "N", "O", "C", "C", "C", "H", "H", "H", "H", "H", "H", "H", "H", "H", "H", "H", "H", "H", "H", "H", "H", "H", "H", "H", "C", "C", "C", "C", "C", "C", "N", "O", "C", "C", "C", "H", "H", "H", "H", "H", "H", "H", "H", "H", "H", "H", "H", "H", "H", "H", "H", "H", "H", "H", "N", "C", "C", "C", "C", "H", "H", "H", "H", "H", "N", "C", "C", "C", "C", "H", "H", "H", "H", "H", "N", "C", "C", "C", "C", "H", "H", "H", "H", "H", "N", "C", "C", "C", "C", "H", "H", "H", "H", "H", "N", "C", "C", "C", "C", "H", "H", "H", "H", "H"],
  "xyz": [[1.938597, 5.512153, -0.143840], [2.991345, 6.590528, -0.355572], [3.428365, 7.238892, 0.991781], [4.353884, 6.334933, 1.753790], [5.653580, 5.970471, 0.951058], [5.268012, 5.343400, -0.403344], [4.229053, 6.212125, -1.108758], [3.879501, 5.613548, -2.354145], [6.587032, 5.374609, -1.256208], [4.775630, 3.850417, -0.327937], [2.324824, 7.738659, -1.165653], [2.235638, 4.731130, 0.566242], [1.675861, 4.971062, -1.110020], [0.970739, 5.846283, 0.194684], [3.897975, 8.181269, 0.714455], [2.507966, 7.453798, 1.577307], [3.889631, 5.396332, 1.957176], [4.528498, 6.786576, 2.747541], [6.304507, 5.306575, 1.578701], [6.132035, 6.874432, 0.695228], [7.300369, 4.709488, -0.830044], [6.442749, 5.200228, -2.291851], [6.919126, 6.406619, -1.228053], [4.869991, 3.405339, -1.330902], [5.386539, 3.234967, 0.382572], [3.792317, 3.770869, -0.016958], [1.745489, 7.345629, -2.039147], [3.078772, 8.444469, -1.506383], [1.656309, 8.298832, -0.488165], [3.523275, 4.696620, -2.155294], [-6.732424, -2.721003, 0.133396], [-6.437769, -1.796702, -1.039292], [-5.230184, -0.944686, -0.716903], [-4.485204, -0.380417, -1.924477], [-4.207050, -1.393188, -2.968290], [-5.481860, -2.056632, -3.440743], [-6.066564, -2.628897, -2.214479], [-7.142506, -3.493662, -2.601306], [-6.431784, -1.205850, -4.297269], [-5.085686, -3.157966, -4.337888], [-7.705932, -0.878587, -1.260831], [-7.616935, -3.287707, 0.096944], [-6.825232, -2.094772, 1.048584], [-5.883169, -3.425595, 0.271893], [-5.575682, -0.162618, -0.051140], [-4.462506, -1.536476, -0.202210], [-3.536822, 0.021403, -1.573053], [-5.069239, 0.455005, -2.388695], [-3.424615, -2.142923, -2.770635], [-3.835479, -0.807360, -3.770249], [-6.820315, -0.240868, -3.841461], [-5.831780, -1.010937, -5.194138], [-7.375337, -1.679412, -4.641598], [-5.888414, -3.761424, -4.733756], [-4.550983, -2.816445, -5.271231], [-4.431653, -3.840054, -3.847289], [-8.032856, -0.423680, -0.324769], [-8.471676, -1.518523, -1.665307], [-7.504396, -0.055797, -1.908848], [-7.794055, -2.950058, -3.047217], [-3.055747, 3.847714, -3.004814], [-2.436363, 5.012310, -3.710512], [-0.993176, 5.234815, -3.205334], [-0.224964, 6.181918, -4.123992], [0.006588, 5.378968, -5.388556], [-1.368489, 5.175945, -6.112414], [-2.187465, 4.489108, -5.096808], [-3.448132, 4.336961, -5.633974], [-1.887011, 6.507647, -6.745131], [-1.151877, 4.211023, -7.290776], [-3.103014, 6.388022, -3.596392], [-3.983188, 3.543017, -3.449354], [-3.219691, 4.081070, -1.949144], [-2.432320, 2.941669, -3.090124], [-1.028882, 5.666460, -2.202038], [-0.623485, 4.229480, -3.016280], [0.748412, 6.362993, -3.714412], [-0.777805, 7.114507, -4.415186], [0.401197, 4.403785, -5.120123], [0.699560, 5.901980, -6.038137], [-1.147609, 6.788730, -7.469083], [-2.765015, 6.396950, -7.363246], [-2.065575, 7.291210, -6.012473], [-0.839729, 3.201228, -6.930408], [-1.972444, 4.127348, -8.022464], [-0.257375, 4.557556, -7.775800], [-3.009238, 6.769825, -2.591620], [-4.185660, 6.346273, -3.647126], [-2.804086, 7.134932, -4.280416], [-3.457911, 3.368633, -5.684558], [-0.098200, 0.286221, -6.497305], [0.637636, -1.008279, -6.676881], [0.860828, -1.274822, -8.193871], [1.745552, -2.531721, -8.468027], [3.069922, -2.382542, -7.824264], [2.935790, -2.011052, -6.342103], [2.025278, -0.895763, -6.190542], [1.978045, -0.594043, -4.743855], [2.551046, -3.303755, -5.473221], [4.322517, -1.637049, -5.842718], [-0.278227, -2.113275, -6.187219], [-0.093291, 0.629112, -5.463951], [-1.119043, 0.224330, -6.883699], [0.337629, 1.063594, -7.102161], [-0.120078, -1.317076, -8.690204], [1.352271, -0.314513, -8.615049], [1.889320, -2.518626, -9.523135], [1.191350, -3.494477, -8.235724], [3.553902, -1.535902, -8.328566], [3.738049, -3.245915, -7.904484], [2.148261, -2.990858, -4.482038], [1.753573, -3.850064, -5.985470], [3.406398, -3.968816, -5.319063], [4.809353, -0.984897, -6.621852], [4.319981, -1.258829, -4.811371], [4.926888, -2.510676, -5.703689], [-1.182800, -2.085017, -6.759442], [-0.517156, -2.093911, -5.122916], [0.127306, -3.066873, -6.418202], [2.620651, 0.114180, -4.821128], [0.382012, -3.327049, 7.294397], [-0.596551, -2.801071, 6.229396], [0.185396, -2.264665, 4.961542], [-0.735277, -2.057540, 3.779758], [-1.492664, -3.302586, 3.392657], [-2.296997, -3.835658, 4.652047], [-1.431855, -3.944027, 5.828515], [-2.241832, -4.400738, 6.908628], [-3.497032, -2.799690, 4.706398], [-2.761416, -5.275596, 4.464931], [-1.405772, -1.620359, 6.809430], [-0.190411, -3.715276, 8.085862], [0.965261, -2.550706, 7.692627], [1.126003, -4.040146, 6.956913], [0.705678, -1.357759, 5.188205], [0.894624, -3.078199, 4.790083], [-0.080243, -1.662137, 3.000013], [-1.343442, -1.186481, 4.083773], [-0.742085, -4.088215, 3.046982], [-2.218583, -3.181466, 2.612609], [-3.099932, -1.797572, 4.860421], [-3.984079, -2.915737, 3.688621], [-4.272472, -2.990418, 5.551001], [-3.066457, -5.713496, 5.384480], [-3.661818, -5.362293, 3.780054], [-1.843671, -5.870846, 4.103538], [-1.932547, -1.030091, 6.061604], [-0.730321, -0.966766, 7.407181], [-2.028010, -2.085321, 7.569695], [-1.676907, -5.067366, 7.289733], [1.273919, -3.694181, -0.740375], [0.282070, -2.544602, -0.967842], [-0.639897, -2.534771, 0.274223], [-1.352016, -1.203149, 0.378818], [-0.333973, -0.022530, 0.492872], [0.569116, 0.062442, -0.708611], [1.146533, -1.293320, -0.959801], [1.937104, -1.278207, -2.163586], [-0.192366, 0.708627, -1.932995], [1.813040, 1.000208, -0.316564], [-0.461693, -2.781925, -2.289791], [1.854734, -3.494091, 0.137299], [1.954382, -3.850500, -1.596002], [0.672518, -4.597785, -0.598754], [-1.330844, -3.371635, 0.205212], [-0.005011, -2.632555, 1.201005], [-2.070432, -1.103320, 1.207114], [-1.933056, -1.057212, -0.528041], [0.264400, -0.237550, 1.378796], [-0.969163, 0.821774, 0.547271], [-1.096266, 0.111123, -2.205279], [-0.543055, 1.746618, -1.684729], [0.482835, 0.706836, -2.799134], [2.658599, 0.982608, -1.019427], [1.471949, 2.056609, -0.284368], [2.207171, 0.748473, 0.671040], [-1.180759, -3.570136, -2.131270], [0.161309, -3.119567, -3.145316], [-1.035520, -1.872012, -2.708121], [1.390159, -1.168337, -2.947228], [0.782244, -7.251763, 5.759972], [1.623520, -7.204611, 4.517422], [0.874220, -6.818399, 3.234313], [1.785287, -6.313992, 2.109500], [2.666747, -5.221866, 2.643619], [3.603917, -5.721117, 3.776086], [2.602597, -6.131607, 4.810842], [3.202524, -6.391281, 6.042727], [4.745608, -6.749241, 3.397175], [4.353284, -4.483065, 4.359422], [2.340417, -8.569176, 4.401678], [-0.337782, -7.273815, 5.545627], [0.911970, -6.303087, 6.335182], [0.981943, -8.114925, 6.388321], [0.271349, -7.762807, 3.030662], [0.247461, -5.974943, 3.598694], [1.105506, -6.005982, 1.359325], [2.320463, -7.143918, 1.623173], [2.098371, -4.459575, 3.145395], [3.234753, -4.723472, 1.880164], [5.120317, -7.226594, 4.334852], [4.509959, -7.500284, 2.631737], [5.603753, -6.111601, 3.148797], [4.690019, -3.856931, 3.447532], [3.704374, -3.849414, 4.901438], [5.249178, -4.775166, 4.942038], [1.482979, -9.310300, 4.699415], [3.090501, -8.716921, 5.224035], [2.702614, -8.798081, 3.361399], [3.771236, -7.100187, 5.827376], [0.105202, 3.212753, 2.605966], [1.204433, 2.836040, 3.692976], [2.573317, 2.732477, 2.919940], [3.822759, 2.795913, 3.765490], [3.746940, 4.106225, 4.631461], [2.491873, 4.123542, 5.525126], [1.258732, 3.959949, 4.592245], [0.097483, 3.778425, 5.467339], [2.582877, 3.177809, 6.724176], [2.218329, 5.528726, 6.064540], [1.042398, 1.434548, 4.449211], [-0.577320, 3.987551, 3.005297], [-0.430495, 2.272768, 2.333654], [0.443306, 3.530698, 1.613526], [2.458743, 1.751744, 2.438681], [2.559808, 3.470200, 2.095906], [4.765242, 2.719379, 3.207659], [3.811781, 2.024140, 4.528784], [3.737478, 5.002791, 4.024599], [4.635653, 4.269934, 5.275818], [3.358490, 3.468985, 7.419769], [1.654202, 3.067733, 7.238444], [3.067221, 2.168772, 6.432259], [1.364174, 5.441513, 6.709831], [2.995171, 6.080651, 6.665726], [1.878679, 6.220246, 5.281011], [0.087801, 0.974652, 4.080017], [1.009055, 1.468316, 5.525001], [1.830406, 0.770926, 4.121276], [-0.119664, 4.682466, 5.708152], [-2.426739, 1.647161, 5.094106], [-2.900992, 1.054741, 3.936919], [-4.023320, 0.374518, 4.184364], [-4.262006, 0.504816, 5.563511], [-3.287768, 1.278516, 6.087932], [-1.482710, 2.085722, 5.116828], [-2.333083, 1.254122, 3.037943], [-4.573340, -0.169469, 3.402987], [-4.980702, 0.010697, 6.127417], [-3.079428, 1.446917, 7.110326], [3.844432, -1.385898, 0.368080], [5.123901, -1.078856, 0.147089], [5.789244, -1.088269, 1.328397], [4.844084, -1.215205, 2.313934], [3.679567, -1.421149, 1.686946], [3.117756, -1.584013, -0.302521], [5.438916, -1.049255, -0.823827], [6.810400, -0.927765, 1.480915], [5.064211, -1.270553, 3.353479], [2.731147, -1.817557, 2.035838], [4.698911, 2.479393, -5.866149], [5.320422, 2.030061, -4.771915], [4.392762, 1.870955, -3.773435], [3.104156, 2.258600, -4.343303], [3.353303, 2.623546, -5.636508], [5.001893, 2.453367, -6.806261], [6.406933, 1.939855, -4.785571], [4.620113, 1.694428, -2.722818], [2.152886, 2.188239, -3.775620], [2.661809, 2.868737, -6.442224], [-6.374546, 4.283795, 0.826226], [-6.968900, 3.160248, 1.390245], [-6.093641, 2.640764, 2.286626], [-4.895193, 3.439937, 2.318238], [-5.140616, 4.425021, 1.349427], [-6.908584, 4.934442, 0.275014], [-7.996496, 2.867760, 1.240345], [-6.150401, 1.699850, 2.753072], [-3.953696, 3.347449, 2.904534], [-4.460315, 5.178487, 1.018115], [-4.748438, -5.501501, -1.075785], [-5.301769, -6.586731, -0.541798], [-4.538325, -6.967054, 0.527321], [-3.373840, -6.186937, 0.503225], [-3.573184, -5.201761, -0.442424], [-5.225212, -4.899760, -1.685080], [-6.275290, -6.964930, -0.775511], [-4.765480, -7.860700, 1.135581], [-2.633945, -6.211997, 1.224074], [-3.038561, -4.302343, -0.730793]],
  "forces_ev_per_a": [[0.0, -1.9, -1.1], [-0.2, 1.3, -0.3], [-0.7, -0.6, -0.9], [1.3, 0.2, 0.3], [-2.1, -0.6, 0.9], [0.2, -1.0, -0.9], [0.5, -0.6, 0.8], [-0.4, -1.0, 0.6], [-1.6, 1.3, 0.8], [2.7, 0.3, -0.2], [-0.5, -0.5, -0.1], [0.0, 0.3, -0.1], [0.5, 0.6, 0.9], [-0.2, 0.7, 0.2], [0.2, 0.1, 0.3], [0.5, -0.1, -0.3], [-0.7, -0.7, 0.2], [0.4, -0.2, -0.4], [-0.4, 0.5, -0.8], [1.0, 1.1, 0.0], [0.7, -0.5, 0.3], [-0.4, -0.7, -0.9], [0.5, 0.1, 0.2], [0.0, 0.0, 0.4], [-0.3, 0.6, -0.6], [-2.0, -0.2, 0.6], [0.5, 0.4, 0.7], [0.1, -0.1, -0.2], [0.0, -0.3, -0.3], [0.5, 1.3, -0.3], [1.8, 0.6, 1.1], [-1.0, 0.4, -0.7], [0.9, -0.1, 0.0], [-0.8, 1.1, 0.9], [-0.2, 0.2, -0.7], [-0.9, 0.1, 0.8], [-0.5, -0.9, -0.1], [0.5, -0.1, 0.7], [-0.7, 1.8, 0.2], [0.8, -1.2, -2.3], [1.1, -0.9, 0.4], [-1.2, -0.7, -0.6], [0.2, -0.3, -0.5], [-0.5, 0.4, 0.0], [0.2, 0.3, 0.2], [-0.4, -0.2, 0.3], [0.0, 0.4, 0.1], [0.5, -0.5, 0.3], [-0.5, 0.1, 0.5], [0.6, 0.3, -1.3], [1.0, -1.0, -0.5], [-0.5, 0.4, 0.0], [0.7, -0.3, 0.3], [-0.6, 0.0, 0.1], [-0.3, 0.1, 1.1], [0.7, -0.6, 0.5], [0.0, -0.4, 0.1], [-0.6, 0.1, -0.1], [0.1, 0.5, -0.7], [-0.4, 0.3, -0.2], [-0.2, -0.4, 0.9], [2.8, 0.9, -1.2], [-1.1, 0.7, 1.3], [-0.1, -1.2, -0.7], [-1.1, 0.5, -0.8], [0.7, 0.1, 0.2], [0.4, 1.1, 0.6], [-1.6, -1.5, -1.2], [0.1, -0.7, 0.7], [0.3, -0.9, 0.6], [-2.0, -1.1, 0.9], [-0.8, 0.2, -0.1], [-0.1, -0.1, 0.0], [0.2, 0.5, 0.2], [-0.2, 0.1, 0.1], [1.0, 0.0, -0.6], [0.4, 0.7, 0.4], [0.7, -0.8, 0.9], [0.2, -0.2, -0.1], [0.2, 0.0, -0.4], [0.7, 0.5, -0.1], [-0.6, -0.4, 0.2], [0.2, 0.1, -0.3], [-0.6, 0.5, -0.1], [0.2, 0.1, 0.5], [0.3, 0.3, -0.7], [0.7, 0.2, 0.5], [-0.4, -0.3, -0.6], [0.5, 0.5, -0.6], [-0.7, 0.3, -0.4], [-0.1, 0.8, -0.1], [0.4, -0.6, -1.5], [0.5, 1.2, -0.2], [-2.2, -0.2, -0.2], [0.4, 0.6, 0.9], [0.7, -2.4, 1.1], [-0.9, 0.3, 1.4], [-0.1, -0.2, -1.7], [-0.9, 0.9, -0.3], [0.4, 1.1, -0.3], [0.4, -0.3, 0.8], [-0.2, -0.1, 0.1], [0.0, -0.3, 0.3], [0.5, 0.5, -0.2], [0.3, -0.3, 0.1], [-0.4, -1.6, 0.5], [0.1, -0.4, -1.0], [0.7, 1.1, -0.1], [0.2, -0.1, 0.1], [-0.2, 0.0, -0.1], [0.4, -0.2, -0.6], [0.3, -0.2, 0.2], [-0.1, 0.2, -0.1], [-0.2, -0.2, 1.2], [-0.1, 0.6, -0.5], [0.4, -0.7, -0.5], [-0.7, 0.3, -0.2], [0.0, 0.2, 0.0], [0.3, -0.9, 0.1], [0.2, 0.7, 1.0], [-0.2, 0.2, -1.4], [0.5, 1.3, -0.5], [-0.9, -2.5, 1.1], [0.6, 1.3, 0.2], [1.0, -1.7, 1.5], [-0.7, 0.7, -0.6], [0.6, 0.4, -0.8], [0.1, 0.8, 0.2], [-0.8, -1.5, 0.8], [0.2, -0.5, -2.3], [1.0, -0.4, 1.1], [-0.6, -0.7, 1.2], [0.7, 1.4, 0.6], [-0.3, -0.5, -0.5], [0.4, 0.5, 0.4], [0.4, 0.2, -0.5], [-0.2, -0.1, -0.4], [-0.3, -0.5, -0.6], [-0.8, 0.8, 0.4], [-0.2, 0.2, -0.5], [-0.4, -0.3, -0.4], [0.2, 0.5, 1.3], [1.3, 0.1, -1.4], [-0.2, -0.2, 0.7], [1.3, 0.1, 0.4], [-1.6, 0.7, 0.2], [-0.1, -0.1, 0.4], [-0.2, -0.2, -0.6], [-0.8, 0.3, -0.1], [0.1, -0.5, 0.3], [-0.5, -0.3, -1.1], [1.1, 0.5, 0.1], [0.8, 0.9, 0.4], [0.1, 0.7, -0.1], [-0.7, -2.5, -0.2], [1.3, 1.0, -0.7], [-0.6, -0.1, -0.7], [0.3, -0.1, 1.3], [-0.2, -0.5, 0.6], [-1.0, 0.2, -0.5], [-0.7, 1.4, -1.1], [0.3, 0.0, 0.6], [-0.3, 0.1, 0.3], [0.3, -0.1, 0.0], [0.0, -0.1, 0.1], [-0.5, -0.3, -1.0], [0.3, -0.4, 0.0], [-0.3, 0.1, -0.2], [0.0, 0.5, 0.2], [-0.1, 1.4, 0.5], [0.6, 0.5, 0.2], [0.5, -0.9, -0.2], [-0.3, 0.3, 0.1], [-0.4, -0.3, 0.0], [0.0, -0.5, 0.1], [-0.2, -0.2, -0.2], [-0.4, -0.3, 0.0], [0.0, 0.2, 0.8], [0.8, -1.3, 0.9], [-0.4, 0.1, -0.3], [-2.8, 1.1, 0.7], [2.1, -0.1, -0.1], [-0.3, -0.9, 1.4], [-0.6, -1.3, 0.7], [1.1, -0.6, 0.3], [-0.1, 0.2, 0.6], [-0.1, 0.9, -0.9], [-0.3, 1.2, 0.3], [-0.3, 0.7, 1.0], [1.1, -0.2, -2.4], [-1.8, -1.6, 0.2], [1.3, -0.2, -0.1], [-0.1, -0.9, -0.3], [0.2, 0.1, 0.2], [0.3, 1.5, -0.3], [-0.1, -0.6, -0.7], [-0.5, 0.9, -1.0], [0.3, 0.2, 0.4], [-0.6, 0.4, 0.1], [0.4, 0.1, -0.5], [-0.5, -0.1, -0.6], [0.1, 0.3, 0.3], [-0.2, -0.4, -0.6], [-0.2, -1.0, 1.4], [-0.7, 0.5, 0.9], [-0.6, 0.3, -0.2], [1.7, 0.8, -0.9], [-0.4, 0.1, -1.1], [-0.1, 0.1, 1.2], [1.4, -1.5, 0.3], [-0.5, -1.6, 0.6], [1.2, -0.4, -0.8], [-1.0, -0.3, -0.6], [-0.2, 1.5, 1.4], [0.3, -0.3, 0.1], [-0.5, 0.7, -0.7], [0.7, 0.1, 1.7], [0.4, 0.0, -0.4], [2.0, -2.1, -1.3], [0.4, 1.3, 0.3], [-1.6, 0.5, -1.8], [0.2, -0.7, -0.2], [-0.1, 0.7, 0.4], [0.6, 0.3, 0.5], [0.4, 0.2, -0.1], [0.3, -0.1, 0.5], [-0.4, 0.1, 0.0], [0.1, -0.6, -0.3], [-0.2, 0.1, -0.4], [-0.4, -0.5, -0.2], [0.0, 0.9, 0.3], [-0.6, -0.3, 0.2], [-1.4, 1.2, 0.2], [-0.4, 0.1, 0.7], [-0.4, -1.0, -0.6], [0.4, -0.3, -0.1], [0.7, 0.2, 0.5], [0.0, 0.3, 0.3], [0.3, -0.2, 0.1], [-0.3, 0.1, -0.1], [0.6, -0.2, -0.9], [2.2, 1.5, -0.6], [-1.1, -0.8, -1.1], [0.0, 0.1, -0.3], [0.8, 0.2, 0.3], [-1.4, -0.3, 0.5], [-0.3, -0.2, -0.1], [0.2, 0.3, 0.7], [-1.3, -0.6, 0.8], [0.1, 0.4, 0.7], [-0.3, 0.3, -0.4], [0.4, -0.8, -0.2], [0.7, 1.1, -0.7], [0.4, -0.4, 1.7], [-3.4, -1.4, 1.1], [-0.1, 0.3, -0.1], [1.1, 0.3, -2.2], [1.3, 0.3, 0.0], [-0.2, 0.0, 0.6], [0.0, 0.4, 0.4], [-1.8, 0.5, -0.8], [1.1, -0.3, 1.0], [-0.5, 0.7, 0.0], [0.4, -0.5, 1.4], [-0.6, -0.3, -0.1], [0.8, 0.1, -0.6], [-0.5, -0.2, 0.2], [-0.2, -0.3, -0.4], [0.7, 0.3, -0.8], [0.3, 0.0, 0.3], [-1.3, -1.0, 0.1], [0.0, 0.6, 0.1], [1.6, 0.2, 0.1], [-0.5, 0.9, -1.4], [1.3, -0.4, 1.5], [0.5, 0.1, -0.1], [0.1, 0.2, -0.4], [-0.5, -0.8, 0.8], [-1.1, -0.1, -0.6], [0.0, 0.5, -0.1], [0.8, 0.4, -0.2], [-1.0, -0.7, 1.4], [-0.1, -2.1, -0.1], [-1.1, 1.2, -0.3], [0.0, -0.1, -0.3], [-0.5, 1.0, -1.0], [-0.2, 0.1, -0.5], [0.4, 0.8, -0.3], [1.6, 0.0, 1.1], [0.0, -0.4, 0.1]],
  "lowdin_charge": [-0.05, -0.50, -0.14, -0.18, -0.11, -0.44, -0.07, -0.05, -0.03, -0.01, -0.04, 0.03, 0.10, 0.08, 0.12, 0.13, 0.06, 0.12, 0.14, 0.09, 0.07, 0.06, 0.08, 0.06, 0.11, 0.01, 0.07, 0.08, 0.09, 0.09, -0.03, -0.49, -0.13, -0.18, -0.15, -0.55, -0.07, -0.03, -0.02, -0.06, -0.01, 0.06, 0.10, 0.09, 0.12, 0.11, 0.09, 0.13, 0.12, 0.11, 0.09, 0.09, 0.09, 0.08, 0.11, 0.07, 0.09, 0.07, 0.05, 0.07, -0.03, -0.49, -0.15, -0.15, -0.14, -0.48, -0.12, -0.03, -0.02, -0.04, -0.01, 0.07, 0.09, 0.08, 0.11, 0.10, 0.08, 0.12, 0.11, 0.12, 0.08, 0.08, 0.06, 0.08, 0.09, 0.07, 0.08, 0.08, 0.04, 0.11, -0.04, -0.53, -0.12, -0.19, -0.16, -0.51, -0.02, -0.07, 0.00, -0.04, -0.02, 0.08, 0.09, 0.06, 0.12, 0.14, 0.09, 0.13, 0.12, 0.13, 0.07, 0.05, 0.08, 0.10, 0.09, 0.07, 0.08, 0.08, 0.04, 0.05, -0.02, -0.47, -0.10, -0.20, -0.12, -0.48, -0.09, -0.03, -0.02, -0.04, -0.02, 0.06, 0.07, 0.07, 0.10, 0.10, 0.08, 0.09, 0.12, 0.09, 0.01, 0.09, 0.12, 0.05, 0.10, 0.08, 0.04, 0.10, 0.08, 0.09, -0.03, -0.47, -0.13, -0.16, -0.13, -0.44, -0.07, -0.06, -0.01, -0.01, -0.02, 0.05, 0.09, 0.09, 0.10, 0.11, 0.11, 0.08, 0.11, 0.10, 0.06, 0.09, 0.06, 0.07, 0.08, 0.05, 0.07, 0.07, 0.09, 0.04, -0.05, -0.54, -0.12, -0.17, -0.14, -0.46, -0.13, -0.02, -0.02, -0.03, -0.04, 0.10, 0.08, 0.07, 0.15, 0.09, 0.08, 0.12, 0.10, 0.11, 0.08, 0.07, 0.08, 0.10, 0.06, 0.09, 0.11, 0.09, 0.08, 0.04, 0.00, -0.44, -0.14, -0.14, -0.12, -0.48, -0.06, -0.06, -0.04, -0.05, 0.00, 0.09, 0.05, 0.05, 0.09, 0.08, 0.11, 0.09, 0.08, 0.13, 0.08, 0.07, 0.10, 0.06, 0.11, 0.09, 0.07, 0.06, 0.07, 0.09, 0.05, -0.19, -0.14, -0.11, -0.14, 0.12, 0.10, 0.11, 0.08, 0.10, 0.05, -0.13, -0.11, -0.13, -0.19, 0.10, 0.09, 0.08, 0.09, 0.11, 0.02, -0.15, -0.09, -0.11, -0.13, 0.14, 0.12, 0.08, 0.10, 0.11, 0.00, -0.14, -0.12, -0.07, -0.16, 0.14, 0.10, 0.06, 0.09, 0.09, 0.02, -0.15, -0.11, -0.11, -0.12, 0.09, 0.11, 0.10, 0.06, 0.08],
  "relative_energy_ev": 0.000,
  "orbital_gap_ev": 8.21,
  "total_charge": 0,
  "energy_ev": -134012.3233,
  "e_homo_ev": -7.94,
  "e_lumo_ev": 0.275
}